Model a:
Below is C7H8N as an isolated structure, with properties calculated with ωB97M-V with the def2-TZVPD basis set.

```
16
Properties=species:S:1:pos:R:3:lowdin_charge:R:1
C 2.8638 -0.6055 0.2844 0.050
C 1.9129 -1.5625 -0.3101 0.076
C 1.5974 1.5931 0.6155 0.063
C 1.5940 1.4389 -0.7052 0.070
C 1.7680 0.1104 0.9347 -0.040
C 1.7737 -0.0743 -0.6993 -0.065
C 0.8237 -0.8188 0.3326 0.054
N -2.6841 -0.3417 0.2040 0.011
H 3.9308 -0.5014 0.2613 0.173
H 1.9911 -2.4472 -0.9110 0.166
H 1.5079 2.4221 1.2859 0.122
H 1.5134 2.0747 -1.5634 0.122
H -0.2584 -0.8767 0.3201 0.133
H -3.0242 0.4768 -0.2899 0.021
H -3.0174 -0.2601 1.1596 0.023
H -3.1680 -1.1379 -0.1968 0.022
```

Calculated values
total charge	+1
spin multiplicity	1
E_LUMO	-3.541	eV
HOMO level	-13.72	eV

***

Model b:
Below is an isolated ion of composition C7H8N and charge +1, with properties calculated with ωB97M-V with the def2-TZVPD basis set.

```
16
Properties=species:S:1:pos:R:3:lowdin_charge:R:1
C -0.7922 0.3479 0.9094 -0.028
C -2.0030 0.0944 1.4742 0.064
C -3.2815 0.1819 1.7641 0.128
C 1.5478 0.2838 -0.0380 -0.121
C 2.2193 -0.2386 -1.2686 -0.197
C 0.0792 -0.9399 -1.4334 -0.021
C 0.0948 -0.2134 -0.0673 0.016
N 1.1868 -0.8305 -2.0257 0.094
H -0.0170 0.9418 1.4691 0.141
H -3.7908 -0.1204 2.5913 0.059
H -3.7359 0.8193 0.9542 0.141
H 2.1254 0.0058 0.8715 0.163
H 1.5791 1.3186 -0.1905 0.125
H 2.5745 0.5497 -2.1077 0.198
H 3.0597 -0.9301 -1.1938 0.143
H -0.8462 -1.2703 -1.7087 0.097
```

Calculated values
total charge	+1
spin multiplicity	1
E_LUMO	-6.719	eV
HOMO level	-14.55	eV

***

The data favor model b; the next most stable structure lies 0.0433 hartree above it.

***

Model a:
Below is a 2-piece molecular cluster, C3H3N3O overall, with properties calculated with ωB97M-V with the def2-TZVPD basis set.

```
10
Properties=species:S:1:pos:R:3:lowdin_charge:R:1
N -0.5542 -0.1826 -2.1255 0.194
C 0.1198 0.0406 -1.1420 -0.188
N -1.3658 -1.9553 0.5579 0.044
N -0.6741 -1.7771 1.3953 0.061
O -0.6737 1.7460 0.9482 0.015
C 0.4493 1.2866 0.8998 -0.321
C 0.9203 0.3586 -0.1310 -0.106
H -1.2536 -0.9247 -2.0807 0.081
H 1.2039 1.5399 1.6719 0.116
H 1.8824 -0.1369 -0.0361 0.104
```

Calculated values
spin multiplicity	1
E_LUMO	0.435	eV
HOMO level	-9.66	eV

***

Model b:
Below is one molecule with the formula C3H3N3O, with properties calculated with ωB97M-V with the def2-TZVPD basis set.

```
10
Properties=species:S:1:pos:R:3:lowdin_charge:R:1
C -0.8063 0.2065 -0.1966 -0.387
C -0.0315 -1.0433 -0.1906 -0.034
C 1.1307 1.1062 -0.0397 -0.220
H -2.2826 -0.8566 0.3531 0.034
H -0.6215 -1.8831 0.1441 0.111
H 1.6925 2.0093 0.2193 0.139
N -2.1117 0.0776 -0.0382 0.113
N 1.2984 -1.1436 -0.0577 0.077
N -0.1202 1.5062 -0.1240 0.175
O 1.8523 0.0208 -0.0698 -0.009
```

Calculated values
spin multiplicity	1
E_LUMO	-0.486	eV
HOMO level	-9.71	eV

***

The data favor model a; the next most stable structure lies 0.1288 hartree above it.

***

Model a:
Below is one molecule with the formula C3H3N3O, with properties calculated with ωB97M-V with the def2-TZVPD basis set.

```
10
Properties=species:S:1:pos:R:3:lowdin_charge:R:1
C -0.6948 2.1230 -0.8800 -0.389
C -1.3249 -0.7682 -0.4726 0.107
C 0.9183 -0.0629 0.1290 -0.231
N -1.3939 2.9226 -0.3969 0.171
N -0.3741 -0.6790 0.2472 0.035
N -0.0361 1.2994 -1.6146 0.047
O 0.9832 0.5455 -1.1206 -0.109
H -1.5292 -0.3344 -1.4103 0.052
H 1.0848 0.6327 1.1149 0.180
H 1.8453 -0.6449 0.0349 0.137
```

Calculated values
spin multiplicity	1
E_LUMO (spin up / spin down)	-2.068 / -0.784	eV
HOMO level (spin up / spin down)	-8.74 / -9.97	eV

***

Model b:
Below is a 2-piece molecular cluster, C3H3N3O overall, with properties calculated with ωB97M-V with the def2-TZVPD basis set.

```
10
Properties=species:S:1:pos:R:3:lowdin_charge:R:1
N 2.3387 -0.3320 0.5781 0.151
C 1.1680 -0.5202 0.2662 -0.200
N -0.9018 1.4565 -1.2088 0.035
N -0.3662 1.9496 -2.0301 0.086
O -1.6586 -0.8613 1.8618 0.064
C -1.2865 -0.3403 0.8421 -0.275
C -0.0845 -0.8289 0.0083 -0.108
H 2.8391 0.4276 0.1203 0.074
H -1.7731 0.5517 0.3918 0.063
H -0.2751 -1.5029 -0.8296 0.111
```

Calculated values
spin multiplicity	1
E_LUMO	0.598	eV
HOMO level	-9.42	eV

***

Model c:
Below is one molecule with the formula C3H3N3O, with properties calculated with ωB97M-V with the def2-TZVPD basis set.

```
10
Properties=species:S:1:pos:R:3:lowdin_charge:R:1
O -1.7914 -1.6563 0.6002 0.118
C -0.7984 -1.0098 0.4775 -0.495
N 0.4863 -1.2792 0.0150 0.121
N 0.9345 0.0354 0.4198 -0.037
C 0.7605 0.9878 -0.6515 -0.065
C -0.4577 1.3269 -0.2420 -0.040
N -0.4474 0.3585 0.8402 0.056
H 1.0252 -2.0585 0.3723 0.139
H 1.4832 1.2143 -1.4216 0.100
H -1.1929 2.1024 -0.4132 0.104
```

Calculated values
spin multiplicity	1
E_LUMO	0.992	eV
HOMO level	-9.66	eV

***

Model d:
Below is C3H3N3O as an isolated structure, with properties calculated with ωB97M-V with the def2-TZVPD basis set.

```
10
Properties=species:S:1:pos:R:3:lowdin_charge:R:1
O 2.1267 -0.3912 0.1753 0.022
C 0.9429 0.0526 0.0671 -0.463
C 0.3385 1.3391 -0.0416 -0.044
N -0.9630 1.4413 -0.1438 0.033
N -1.7599 0.3551 -0.1489 0.014
C -1.2002 -0.8310 -0.0470 -0.161
N 0.1213 -1.0116 0.0602 0.106
H 1.3250 -1.5104 0.1727 0.255
H 0.9181 2.2559 -0.0432 0.117
H -1.8496 -1.7000 -0.0509 0.120
```

Calculated values
spin multiplicity	1
E_LUMO	-0.227	eV
HOMO level	-10.13	eV

***

The data favor model b; the next most stable structure lies 0.0462 hartree above it.

***

Model a:
Below is one molecule with the formula C4H7NS, with properties calculated with ωB97M-V with the def2-TZVPD basis set.

```
13
Properties=species:S:1:pos:R:3:lowdin_charge:R:1
C 0.3120 0.4030 1.3995 -0.079
C -0.7042 -0.2553 0.4853 -0.407
C -0.3213 -1.3446 -0.5296 -0.086
C 0.2152 0.9858 -1.3319 -0.671
H 0.1045 1.6146 1.3060 0.133
H 0.2447 0.1466 2.5143 0.087
H 1.2767 -0.1034 0.9767 0.101
H -1.7635 -0.3389 0.9366 0.150
H -0.9628 -2.1259 -0.8819 0.093
H 0.7999 -1.6461 -0.4236 0.129
H 0.1653 2.0761 -1.1261 0.065
N -0.7212 0.0199 -0.8800 -0.133
S 1.3549 0.5682 -2.4452 0.618
```

Calculated values
spin multiplicity	1
E_LUMO	0.182	eV
HOMO level	-8.56	eV

***

Model b:
Below is one molecule with the formula C4H7NS, with properties calculated with ωB97M-V with the def2-TZVPD basis set.

```
13
Properties=species:S:1:pos:R:3:lowdin_charge:R:1
C -1.6343 -0.2263 -0.4355 -0.086
C -0.4249 -0.0080 0.4722 -0.387
C 0.6529 1.0652 0.0717 -0.129
C 1.6074 -0.0883 0.0660 -0.834
H -2.0989 0.8720 -0.4054 0.113
H -2.4636 -1.0483 -0.0974 0.117
H -1.0681 -0.6024 -1.3677 0.101
H -0.4606 0.0789 1.7219 0.191
H 0.8991 1.8930 0.6742 0.095
H 0.5604 1.2857 -1.0153 0.133
H 0.5531 -1.9996 0.2223 0.096
N 0.5982 -1.0508 0.2169 0.042
S 3.2794 -0.1710 -0.1238 0.547
```

Calculated values
spin multiplicity	1
E_LUMO	0.679	eV
HOMO level	-8.28	eV

***

The data favor model b; the next most stable structure lies 0.0238 hartree above it.

***

Model a:
Below is C4H7NS as an isolated structure, with properties calculated with ωB97M-V with the def2-TZVPD basis set.

```
13
Properties=species:S:1:pos:R:3:lowdin_charge:R:1
C -0.4135 0.6446 -0.3872 -0.159
C 1.6023 -0.6296 1.6543 -0.309
C 0.6865 -1.3559 0.1480 -0.571
C -1.6998 1.1093 -1.1814 -0.055
N -0.2699 -0.5984 -0.4040 -0.043
S 2.3828 -0.9199 0.0773 0.803
H 0.2907 1.3317 0.0747 0.106
H 1.1443 0.2553 1.7417 -0.036
H 1.9610 -1.1689 2.5234 0.039
H 0.3998 -2.3425 -0.0066 0.062
H -1.8854 2.1258 -0.9276 0.044
H -1.6346 1.0599 -2.2514 0.059
H -2.5641 0.4886 -1.0612 0.060
```

Calculated values
spin multiplicity	1
E_LUMO	0.666	eV
HOMO level	-8.69	eV

***

Model b:
Below is one molecule with the formula C4H7NS, with properties calculated with ωB97M-V with the def2-TZVPD basis set.

```
13
Properties=species:S:1:pos:R:3:lowdin_charge:R:1
C 1.4660 -0.0889 0.5710 -0.336
C -0.8662 1.0692 -0.1830 -0.414
C -0.7558 -0.4128 0.2214 -0.466
C 0.4885 -0.7605 -0.4164 -0.296
H 2.4851 -0.1728 0.2438 0.064
H 1.2993 -0.4569 1.4984 0.026
H -1.4443 1.6522 0.4942 0.036
H -1.0528 1.2408 -1.2069 0.065
H -0.9133 -0.4218 1.3478 0.165
H -1.1995 -1.6774 -1.3032 0.091
H 0.4819 -0.0608 -1.3049 0.121
N -0.7320 -1.5928 -0.4474 0.118
S 0.7432 1.6826 0.4853 0.826
```

Calculated values
spin multiplicity	1
E_LUMO	0.901	eV
HOMO level	-8.85	eV

***

The data favor model a; the next most stable structure lies 0.0408 hartree above it.

***

Model a:
Below is one molecule with the formula C4H7NS, with properties calculated with ωB97M-V with the def2-TZVPD basis set.

```
13
Properties=species:S:1:pos:R:3:lowdin_charge:R:1
C -0.6004 -0.6059 -0.3649 -0.125
C 0.6185 1.7101 0.4975 -0.164
C 0.7198 -1.5164 -0.1002 -0.401
C -0.0167 0.9431 -0.6024 -0.317
N 1.4110 1.0913 -0.5881 -0.400
S 2.2089 -0.3644 -0.0725 0.838
H -1.1061 -0.9502 -1.2340 0.061
H -1.3842 -0.6381 0.4857 0.119
H 0.5892 2.8101 0.3233 0.113
H 0.8427 1.3234 1.4325 0.067
H 0.5772 -2.0927 0.7368 0.018
H 0.7667 -2.1601 -1.0045 0.064
H -0.6234 1.4833 -1.3449 0.126
```

Calculated values
spin multiplicity	1
E_LUMO	1.039	eV
HOMO level	-8.31	eV

***

Model b:
Below is one molecule with the formula C4H7NS, with properties calculated with ωB97M-V with the def2-TZVPD basis set.

```
13
Properties=species:S:1:pos:R:3:lowdin_charge:R:1
C -1.4386 1.2609 -0.0098 -0.166
C -1.3582 -0.2333 -0.0899 -0.879
C -0.0562 -0.8545 -0.0606 -0.174
C 1.1088 -0.1553 -0.0490 -0.160
H -1.1499 1.4999 1.0134 0.085
H -2.4717 1.6973 -0.2003 0.089
H -0.7649 1.7420 -0.7246 0.069
H -0.0931 -1.9435 -0.0087 0.096
H 1.1091 0.9236 -0.1050 0.112
H 2.3153 -1.7422 0.1939 0.073
H 3.2122 -0.3107 0.1372 0.109
N 2.3295 -0.7961 -0.0692 0.071
S -2.7425 -1.0882 -0.0274 0.675
```

Calculated values
spin multiplicity	1
E_LUMO	0.054	eV
HOMO level	-8.02	eV

***

The data favor model b; the next most stable structure lies 0.0584 hartree above it.

***

Model a:
Below is one molecule with the formula C4H7NS, with properties calculated with ωB97M-V with the def2-TZVPD basis set.

```
13
Properties=species:S:1:pos:R:3:lowdin_charge:R:1
C 1.4795 -1.5839 -0.3521 -0.051
C 0.1001 2.2023 -0.3057 -0.052
C 0.5066 -0.9409 0.2782 -0.321
C -0.5552 1.2758 0.3465 -0.320
N -2.2352 -0.7930 0.4159 -0.436
S -1.1217 -0.3322 -0.5745 0.896
H 2.4331 -1.9391 0.0361 0.061
H 1.4940 -1.6513 -1.3798 0.014
H 0.5817 2.9087 0.2591 0.028
H 0.0385 2.1135 -1.4593 0.099
H 0.6154 -0.8611 1.3033 0.044
H -0.6418 1.2351 1.4002 0.065
H -2.6950 -1.6340 0.0323 -0.028
```

Calculated values
spin multiplicity	1
E_LUMO	0.809	eV
HOMO level	-8.47	eV

***

Model b:
Below is one molecule with the formula C4H7NS, with properties calculated with ωB97M-V with the def2-TZVPD basis set.

```
13
Properties=species:S:1:pos:R:3:lowdin_charge:R:1
C -2.2790 -1.2791 0.8085 -0.045
C 0.0972 0.2302 -1.4151 -0.507
C -0.7582 0.0942 -0.1435 -0.617
C 1.5908 0.3225 -1.1307 -0.128
N -1.9701 -0.5865 -0.1520 -0.039
S -0.8745 1.7679 -0.9306 0.805
H -3.2848 -1.6744 0.8820 0.078
H -1.6371 -1.4458 1.5961 0.053
H -0.2493 -0.2957 -2.2507 0.080
H -0.1273 0.1289 0.7318 0.103
H 2.2384 0.2826 -2.0843 0.107
H 1.7984 -0.5332 -0.5317 0.057
H 1.8486 1.1803 -0.5582 0.051
```

Calculated values
spin multiplicity	1
E_LUMO	0.832	eV
HOMO level	-8.77	eV

***

The data favor model b; the next most stable structure lies 0.1030 hartree above it.

***

Model a:
Below is one molecule with the formula C3H2N2O3, with properties calculated with ωB97M-V with the def2-TZVPD basis set.

```
10
Properties=species:S:1:pos:R:3:lowdin_charge:R:1
C 0.4144 1.1726 0.1743 -0.458
C -0.6811 -1.3536 -0.8620 -0.270
C 0.7575 -0.9524 0.9243 -0.055
H -1.0134 -1.9809 -1.8092 0.182
H 1.2078 -1.6681 1.5157 0.116
N -1.2038 -0.2005 -0.9566 0.081
N 1.0137 0.3143 1.1159 0.214
O 0.5268 2.2492 -0.2704 0.201
O -1.0050 0.7459 0.0856 -0.083
O 0.2521 -1.7885 -0.0953 0.072
```

Calculated values
spin multiplicity	1
E_LUMO	-0.680	eV
HOMO level	-9.98	eV

***

Model b:
Below is one molecule with the formula C3H2N2O3, with properties calculated with ωB97M-V with the def2-TZVPD basis set.

```
10
Properties=species:S:1:pos:R:3:lowdin_charge:R:1
C -0.9315 -0.5931 0.0362 -0.419
C 1.3905 -0.4982 -0.0458 -0.326
C 1.0465 0.8833 0.1769 -0.077
H -2.7899 -0.3417 0.2436 0.196
H 1.8716 1.5127 0.0512 0.113
N 0.1410 -1.3099 0.3285 0.222
N -0.0109 1.5749 -0.0103 0.127
O -2.1698 -1.0532 -0.2123 0.096
O 2.5459 -0.9391 -0.3118 0.075
O -1.0934 0.7642 -0.2564 -0.007
```

Calculated values
spin multiplicity	1
E_LUMO	-0.864	eV
HOMO level	-10.64	eV

***

The data favor model b; the next most stable structure lies 0.0308 hartree above it.